{"formula": "C24H30N4O2", "method": "the ωB97M-V functional and the def2-TZVPD basis", "gap_ev": 8.98, "smiles": "Cc1ccc(CN2CCC(n3nccc3NC(=O)CCCc3ccccc3)CC2)o1", "symbols": ["C", "C", "C", "C", "C", "C", "N", "C", "C", "C", "N", "N", "C", "C", "C", "N", "C", "O", "C", "C", "C", "C", "C", "C", "C", "C", "C", "C", "C", "O", "H", "H", "H", "H", "H", "H", "H", "H", "H", "H", "H", "H", "H", "H", "H", "H", "H", "H", "H", "H", "H", "H", "H", "H", "H", "H", "H", "H", "H", "H"], "positions_angstrom": [[6.756, 0.720, 1.807], [6.027, 0.367, 0.560], [6.341, -0.468, -0.469], [5.260, -0.399, -1.384], [4.362, 0.477, -0.852], [3.006, 0.919, -1.306], [1.916, 0.044, -0.892], [1.966, -1.271, -1.503], [0.641, -1.991, -1.262], [0.392, -2.104, 0.245], [-0.826, -2.812, 0.561], [-0.725, -3.957, 1.248], [-1.951, -4.408, 1.404], [-2.887, -3.551, 0.814], [-2.125, -2.532, 0.279], [-2.508, -1.398, -0.424], [-3.786, -1.102, -0.812], [-4.738, -1.805, -0.571], [-3.889, 0.199, -1.592], [-5.057, 1.041, -1.075], [-4.845, 1.477, 0.381], [-3.566, 2.245, 0.563], [-2.512, 1.715, 1.296], [-1.330, 2.420, 1.448], [-1.181, 3.662, 0.856], [-2.226, 4.201, 0.124], [-3.409, 3.500, -0.016], [0.464, -0.721, 0.897], [1.798, -0.068, 0.550], [4.824, 0.942, 0.334], [6.968, 1.788, 1.835], [7.691, 0.171, 1.851], [6.156, 0.475, 2.682], [7.229, -1.058, -0.568], [5.171, -0.923, -2.314], [2.987, 0.977, -2.397], [2.801, 1.911, -0.896], [2.794, -1.880, -1.101], [2.125, -1.146, -2.576], [0.672, -2.987, -1.706], [-0.154, -1.426, -1.749], [1.180, -2.732, 0.678], [-2.128, -5.324, 1.931], [-3.951, -3.647, 0.772], [-1.774, -0.749, -0.665], [-4.072, -0.062, -2.637], [-2.961, 0.771, -1.535], [-5.173, 1.919, -1.713], [-5.969, 0.446, -1.134], [-5.690, 2.101, 0.682], [-4.837, 0.591, 1.017], [-2.624, 0.746, 1.762], [-0.524, 2.001, 2.034], [-0.258, 4.211, 0.971], [-2.119, 5.174, -0.333], [-4.225, 3.932, -0.578], [-0.336, -0.074, 0.535], [0.364, -0.819, 1.979], [2.621, -0.663, 0.985], [1.842, 0.936, 0.977]], "lowdin_charge": [-0.011, -0.327, -0.024, -0.024, -0.268, -0.115, -0.156, -0.190, -0.109, -0.265, -0.074, 0.068, -0.153, -0.005, -0.225, 0.170, -0.470, 0.089, -0.101, -0.181, -0.147, -0.246, -0.054, -0.092, -0.091, -0.082, -0.043, -0.116, -0.181, 0.074, 0.084, 0.083, 0.083, 0.106, 0.109, 0.129, 0.129, 0.126, 0.126, 0.126, 0.109, 0.152, 0.096, 0.089, 0.109, 0.127, 0.111, 0.109, 0.114, 0.121, 0.116, 0.113, 0.097, 0.100, 0.102, 0.114, 0.086, 0.129, 0.133, 0.123]}

=====

{"formula": "C5H12N2O", "method": "the ωB97M-V functional and the def2-TZVPD basis", "gap_ev": 9.67, "smiles": "CC(=O)N(C)N.C=C", "symbols": ["C", "C", "O", "N", "C", "N", "H", "H", "H", "H", "H", "H", "H", "H", "C", "C", "H", "H", "H", "H"], "positions_angstrom": [[0.415, -1.857, -0.555], [-0.156, -0.984, 0.536], [0.293, -1.017, 1.681], [-1.241, -0.144, 0.165], [-1.862, 0.711, 1.166], [-1.912, -0.330, -1.069], [-0.110, -2.815, -0.568], [0.349, -1.387, -1.539], [1.478, -2.017, -0.353], [-2.952, 0.678, 1.087], [-1.508, 1.731, 0.985], [-1.579, 0.450, 2.188], [-2.493, -1.168, -0.998], [-2.565, 0.440, -1.220], [1.817, 1.440, 0.167], [2.814, 1.169, -0.680], [2.014, 1.567, 1.229], [0.739, 1.464, -0.154], [2.631, 1.046, -1.743], [3.829, 1.024, -0.323]], "lowdin_charge": [-0.018, -0.499, 0.023, -0.210, -0.052, 0.058, 0.083, 0.069, 0.083, 0.082, 0.080, 0.084, 0.092, 0.085, -0.084, -0.076, 0.054, 0.056, 0.044, 0.045]}

=====

{"formula": "C50H24BCl4F2I4N4O2W", "method": "the ωB97M-V functional and the def2-TZVPD basis", "total_charge": 1, "gap_ev": 5.44, "symbols": ["W", "I", "C", "C", "C", "C", "C", "C", "C", "C", "C", "C", "C", "C", "C", "C", "C", "C", "I", "C", "C", "C", "N", "C", "C", "C", "C", "C", "C", "I", "C", "C", "C", "C", "C", "C", "N", "C", "C", "C", "C", "C", "N", "C", "C", "C", "C", "I", "C", "C", "C", "C", "N", "H", "H", "H", "H", "H", "H", "H", "H", "H", "H", "H", "H", "H", "H", "H", "H", "H", "H", "H", "H", "H", "H", "H", "H", "Cl", "C", "C", "Cl", "C", "Cl", "C", "O", "C", "O", "C", "Cl", "F", "B", "F"], "positions_angstrom": [[-0.315, 0.048, 0.090], [-8.637, 3.037, -4.280], [-6.892, 2.573, -3.199], [-5.706, 2.581, -3.837], [-4.565, 2.095, -3.199], [-4.637, 1.777, -1.856], [-5.839, 1.846, -1.206], [-7.000, 2.251, -1.861], [-3.366, 1.287, -1.170], [-3.175, -0.132, -1.100], [-4.104, -1.049, -1.628], [-3.528, -2.266, -1.438], [-2.265, -2.161, -0.799], [-1.431, -3.214, -0.454], [-1.747, -4.586, -0.944], [-1.930, -5.699, -0.118], [-2.437, -6.933, -0.676], [-2.718, -6.970, -2.084], [-3.614, -8.586, -3.007], [-2.537, -5.832, -2.880], [-1.953, -4.727, -2.305], [-0.216, -3.048, 0.348], [0.156, -1.871, 0.906], [1.372, -2.126, 1.627], [2.066, -1.215, 2.347], [3.297, -1.746, 2.985], [3.496, -1.778, 4.348], [4.615, -2.270, 4.944], [5.622, -2.790, 4.174], [7.347, -3.572, 5.124], [5.551, -2.627, 2.791], [4.361, -2.232, 2.243], [1.677, 0.076, 2.523], [2.427, 1.007, 3.341], [1.866, 2.264, 3.155], [0.865, 2.146, 2.096], [0.658, 0.792, 1.812], [0.295, 3.164, 1.446], [-0.789, 3.015, 0.569], [-1.504, 4.068, -0.009], [-2.508, 3.562, -0.713], [-2.428, 2.128, -0.676], [-1.365, 1.823, 0.199], [0.743, 4.529, 1.774], [1.687, 5.224, 1.044], [2.076, 6.482, 1.289], [1.353, 7.216, 2.272], [2.013, 9.120, 2.732], [0.523, 6.521, 3.149], [0.168, 5.237, 2.815], [1.645, -3.493, 1.530], [0.637, -4.018, 0.770], [-2.058, -0.805, -0.577], [-5.625, 2.827, -4.892], [-3.617, 2.092, -3.741], [-5.833, 1.574, -0.161], [-7.956, 2.212, -1.394], [-5.078, -0.834, -2.052], [-3.975, -3.194, -1.668], [-1.810, -5.673, 0.887], [-2.705, -7.690, -0.051], [-2.757, -5.934, -3.952], [-1.825, -3.855, -2.964], [2.644, -1.413, 4.914], [4.804, -2.045, 5.971], [6.382, -2.815, 2.102], [4.327, -2.216, 1.157], [3.238, 0.840, 4.055], [2.183, 3.137, 3.680], [-1.274, 5.103, 0.161], [-3.289, 4.064, -1.339], [2.106, 4.733, 0.191], [2.716, 7.058, 0.529], [0.115, 6.928, 4.023], [-0.575, 4.753, 3.494], [2.446, -3.917, 2.116], [0.624, -5.092, 0.626], [5.333, -1.771, -4.575], [3.983, -1.139, -3.659], [2.664, -1.437, -4.004], [2.271, -2.249, -5.436], [1.625, -1.010, -3.167], [-0.010, -1.116, -3.765], [1.899, -0.377, -1.969], [0.946, 0.106, -1.211], [3.215, 0.101, -1.714], [3.423, 0.860, -0.562], [4.236, -0.320, -2.543], [5.851, -0.082, -1.983], [4.547, 2.622, -1.511], [3.929, 2.132, -0.508], [3.566, 2.909, 0.490]], "lowdin_charge": [1.737, 0.888, -0.729, -0.154, -0.015, -0.229, -0.025, -0.117, -0.048, -0.181, 0.041, 0.020, -0.228, 0.001, -0.193, 0.009, -0.062, -0.734, 0.920, -0.156, -0.056, -0.237, -0.017, -0.202, -0.089, -0.198, -0.046, -0.150, -0.694, 0.864, -0.122, -0.049, -0.178, 0.048, 0.056, -0.213, -0.020, -0.090, -0.200, 0.017, 0.036, -0.203, -0.053, -0.215, -0.062, -0.139, -0.729, 0.907, -0.138, -0.036, 0.040, -0.006, -0.067, 0.103, 0.132, 0.129, 0.092, 0.134, 0.115, 0.082, 0.062, 0.097, 0.121, 0.133, 0.099, 0.115, 0.127, 0.128, 0.118, 0.133, 0.150, 0.111, 0.132, 0.087, 0.145, 0.130, 0.128, 0.697, -0.644, -0.716, 0.744, -0.566, 0.731, -0.298, -0.217, -0.176, 0.183, -0.572, 0.791, 0.325, -0.878, 0.288]}

=====

{"formula": "C2H5Br", "method": "the ωB97M-V functional and the def2-TZVPD basis", "gap_ev": 11.03, "smiles": "CCBr", "symbols": ["C", "C", "Br", "H", "H", "H", "H", "H"], "positions_angstrom": [[-0.620, 0.545, -0.040], [0.362, -0.580, -0.001], [2.229, 0.044, -0.030], [-0.906, 0.917, 0.965], [-0.294, 1.417, -0.698], [-1.568, 0.148, -0.235], [0.367, -1.195, -0.816], [0.432, -1.298, 0.855]], "lowdin_charge": [-0.196, -0.642, 0.554, 0.081, 0.097, 0.043, -0.002, 0.065]}